Entry 1:
The following is a quantum chemistry calculation of 12 unconnected molecules or ions with the total composition C68H156N10O10 at a distorted geometry, from the OMol25 dataset.

```
244
C68H156N10O10 (ωB97M-V with the def2-TZVPD basis set)
C 0.079 3.817 4.277
C 1.386 3.222 4.728
C 1.152 2.453 6.035
N 2.420 1.892 6.708
C 3.316 3.081 7.223
C 4.614 2.561 7.887
C 5.410 1.748 6.826
C 4.622 0.614 6.359
C 3.206 1.000 5.766
C 1.912 1.032 7.867
H -0.713 3.054 4.268
H 0.207 4.144 3.251
H -0.325 4.680 4.802
H 2.199 3.871 4.944
H 1.740 2.540 3.942
H 0.497 1.600 5.809
H 0.602 2.992 6.775
H 3.492 3.594 6.283
H 2.712 3.723 7.876
H 5.158 3.394 8.247
H 4.363 1.977 8.754
H 5.545 2.432 6.001
H 6.396 1.393 7.155
H 5.095 -0.002 5.583
H 4.406 -0.038 7.217
H 3.387 1.623 4.889
H 2.509 0.181 5.525
H 2.718 0.676 8.499
H 1.385 0.155 7.474
H 1.262 1.617 8.495
C 8.222 -7.689 -4.199
C 7.337 -6.873 -3.327
C 7.146 -5.464 -3.919
N 6.114 -4.532 -3.285
C 5.983 -3.260 -4.187
C 4.828 -2.338 -3.835
C 3.447 -3.071 -3.784
C 3.612 -4.097 -2.689
C 4.688 -5.184 -3.127
C 6.596 -4.166 -1.852
H 9.227 -7.302 -4.228
H 7.829 -7.807 -5.241
H 8.324 -8.718 -3.816
H 7.685 -6.840 -2.284
H 6.360 -7.370 -3.306
H 6.930 -5.591 -4.990
H 8.110 -4.976 -3.906
H 5.895 -3.538 -5.238
H 6.945 -2.768 -4.085
H 4.962 -1.554 -4.568
H 4.966 -1.873 -2.860
H 3.172 -3.506 -4.766
H 2.677 -2.323 -3.602
H 2.706 -4.666 -2.486
H 4.027 -3.604 -1.827
H 4.518 -5.665 -4.103
H 4.947 -5.961 -2.390
H 6.523 -4.992 -1.152
H 6.119 -3.276 -1.419
H 7.609 -3.849 -1.977
C -9.723 1.982 -0.191
C -8.881 3.239 -0.006
C -7.428 2.878 0.299
N -6.507 3.924 0.974
C -7.184 4.493 2.235
C -6.143 5.175 3.080
C -4.856 4.432 3.522
C -4.247 3.852 2.221
C -5.249 3.124 1.350
C -6.238 5.070 0.084
H -9.327 1.385 -0.985
H -10.734 2.281 -0.476
H -9.763 1.373 0.710
H -9.371 3.784 0.808
H -8.947 3.819 -0.941
H -6.841 2.599 -0.582
H -7.456 1.989 0.995
H -7.695 3.625 2.684
H -7.913 5.167 1.809
H -6.640 5.415 4.021
H -5.798 6.100 2.630
H -4.975 3.603 4.255
H -4.218 5.195 3.959
H -3.460 3.112 2.344
H -3.726 4.662 1.667
H -5.632 2.274 1.947
H -4.886 2.681 0.434
H -7.149 5.643 -0.078
H -5.942 4.718 -0.933
H -5.489 5.735 0.519
C -2.973 8.967 -2.017
C -2.309 7.818 -1.331
C -1.493 7.204 -2.512
N -0.921 5.834 -2.219
C 0.049 5.879 -1.056
C 0.768 4.549 -0.857
C 1.589 4.172 -2.142
C 0.628 4.093 -3.300
C -0.172 5.377 -3.504
C -2.056 4.862 -1.892
H -3.394 9.765 -1.449
H -3.786 8.672 -2.698
H -2.201 9.488 -2.588
H -3.065 7.149 -0.924
H -1.542 8.124 -0.605
H -0.689 7.857 -2.873
H -2.191 7.022 -3.320
H 0.796 6.675 -1.182
H -0.518 6.062 -0.182
H 1.431 4.533 0.033
H 0.102 3.736 -0.681
H 2.318 5.003 -2.233
H 2.154 3.265 -1.953
H 1.141 3.831 -4.240
H -0.058 3.249 -3.106
H 0.475 6.217 -3.825
H -0.862 5.288 -4.345
H -1.855 3.812 -1.965
H -2.827 5.081 -2.609
H -2.371 5.062 -0.868
C 5.409 1.866 -4.011
C 6.630 2.030 -3.119
N 6.138 2.641 -1.840
C 6.027 3.976 -1.556
C 5.701 4.092 -0.234
N 5.540 2.815 0.271
C 5.741 1.951 -0.712
C 5.386 2.546 1.702
H 5.672 1.159 -4.804
H 5.067 2.767 -4.428
H 4.595 1.424 -3.460
H 7.383 2.741 -3.400
H 7.134 1.120 -2.822
H 6.233 4.799 -2.256
H 5.557 4.979 0.376
H 5.617 0.871 -0.622
H 6.071 3.251 2.144
H 5.609 1.503 1.883
H 4.320 2.696 1.960
C -0.018 -6.392 1.138
N 1.338 -6.655 1.617
C 1.484 -6.203 3.028
C 1.571 -8.147 1.649
C 2.303 -5.941 0.775
C 3.735 -5.725 1.263
O 4.251 -4.791 0.346
H -0.184 -6.811 0.160
H -0.089 -5.311 1.121
H -0.697 -6.849 1.869
H 1.319 -5.150 3.003
H 2.493 -6.379 3.383
H 0.744 -6.734 3.606
H 2.397 -8.373 2.263
H 1.662 -8.369 0.590
H 0.716 -8.678 2.065
H 1.896 -4.954 0.530
H 2.422 -6.451 -0.175
H 4.304 -6.629 1.126
H 3.850 -5.419 2.299
H 3.758 -3.959 0.336
C -5.943 -3.596 1.899
N -6.354 -3.046 0.477
C -7.294 -4.088 -0.200
C -7.018 -1.734 0.742
C -5.117 -2.780 -0.319
C -4.130 -3.933 -0.231
O -3.448 -4.024 -1.433
H -5.424 -2.763 2.316
H -5.174 -4.383 1.878
H -6.882 -3.833 2.416
H -6.796 -5.031 -0.283
H -7.584 -3.701 -1.180
H -8.144 -4.277 0.435
H -8.015 -1.938 1.157
H -7.099 -1.243 -0.250
H -6.414 -1.106 1.431
H -4.682 -1.829 0.002
H -5.456 -2.702 -1.354
H -4.834 -4.803 -0.211
H -3.475 -3.887 0.628
H -3.825 -4.798 -1.842
C -1.089 -1.210 -5.367
N -1.611 -2.604 -5.024
C -0.793 -3.547 -5.855
C -1.331 -2.815 -3.552
C -3.098 -2.673 -5.393
C -3.981 -3.875 -4.873
O -3.529 -5.194 -5.243
H -1.210 -0.551 -4.530
H -1.557 -0.816 -6.250
H -0.067 -1.388 -5.589
H -1.220 -4.536 -5.716
H 0.288 -3.435 -5.633
H -1.065 -3.297 -6.889
H -0.343 -2.447 -3.284
H -1.514 -3.861 -3.330
H -2.001 -2.137 -3.013
H -3.066 -2.550 -6.485
H -3.512 -1.757 -4.978
H -4.987 -3.685 -5.204
H -3.941 -3.784 -3.788
H -4.103 -5.640 -5.879
C -1.256 0.840 1.406
N 0.101 0.237 0.940
C 1.041 0.878 1.910
C 0.130 -1.239 1.094
C 0.246 0.756 -0.454
C 1.492 0.338 -1.204
O 1.147 -0.921 -1.876
H -1.989 0.452 0.702
H -1.221 1.909 1.355
H -1.343 0.562 2.422
H 0.634 0.709 2.923
H 1.003 1.947 1.713
H 2.047 0.461 1.845
H -0.115 -1.570 2.100
H 1.111 -1.616 0.792
H -0.637 -1.594 0.398
H 0.160 1.836 -0.348
H -0.594 0.346 -1.045
H 2.258 0.123 -0.463
H 1.856 1.050 -1.951
H 1.864 -1.481 -1.578
C -3.833 1.241 -3.623
C -2.864 1.066 -2.474
O -2.433 -0.112 -2.263
O -2.623 2.055 -1.752
H -4.049 2.243 -3.945
H -4.803 0.822 -3.281
H -3.525 0.685 -4.532
C 4.281 -2.016 2.223
C 3.866 -1.443 0.890
O 4.402 -0.395 0.543
O 2.921 -2.079 0.253
H 4.985 -1.341 2.653
H 4.645 -3.036 2.327
H 3.470 -2.060 2.951
C -3.652 0.481 4.762
C -4.041 0.173 3.325
O -3.084 -0.365 2.701
O -5.195 0.386 2.912
H -2.547 0.624 4.976
H -3.824 -0.400 5.326
H -4.284 1.294 5.155
```

## Properties
Maximum force in eV/Å: 3.60
Molecular weight in g mol⁻¹: 1274.1
Net charge: +6
Multiplicity: 1
HOMO level in eV: -17.69
HOMO-LUMO gap in eV: 7.86


Entry 2:
The following is a quantum chemistry calculation of 2 unconnected molecules or ions with the total composition C11H15NO at a distorted geometry, from the OMol25 dataset.

```
28
C11H15NO (ωB97M-V with the def2-TZVPD basis set)
C 1.169 1.990 1.873
C 1.348 1.541 0.444
C 2.416 1.405 -0.419
N 1.943 1.145 -1.703
C 0.548 0.969 -1.688
C -0.377 0.613 -2.843
C -1.662 0.351 -2.456
C -2.133 0.506 -1.122
C -1.261 0.838 -0.086
C 0.113 1.116 -0.403
H 1.785 2.747 2.294
H 1.532 1.081 2.306
H 0.128 2.079 2.094
H 3.429 1.585 -0.196
H 2.566 1.321 -2.422
H 0.132 0.578 -3.701
H -2.368 0.024 -3.284
H -3.144 0.052 -0.904
H -1.529 0.600 0.974
C -0.084 -2.881 0.801
C -1.049 -1.756 1.196
O -1.222 -1.807 2.585
H 0.577 -2.397 0.026
H -0.327 -3.676 0.169
H 0.542 -3.455 1.438
H -0.446 -0.706 1.077
H -2.084 -1.683 0.783
H -0.543 -2.181 3.166
```

## Properties
Relative energy (zero: lowest compared OMol25 entry of this formula, charge and spin) in eV: 3.2880
Maximum force in eV/Å: 7.03
Molecular weight in g mol⁻¹: 177.2
Net charge: 0
Multiplicity: 1
HOMO level in eV: -7.82
HOMO-LUMO gap in eV: 8.66


Entry 3:
The following is a quantum chemistry calculation of a molecular structure, C10HCl8N10Pd at a distorted geometry, from the OMol25 dataset.

```
30
C10HCl8N10Pd (ωB97M-V with the def2-TZVPD basis set)
Pd 0.069 0.263 0.056
Cl -2.271 0.609 1.427
C -2.638 0.863 -0.277
C -1.584 0.634 -1.154
C -1.871 0.799 -2.499
Cl -0.631 0.502 -3.682
C -3.133 1.186 -2.948
Cl -3.453 1.377 -4.633
C -4.154 1.416 -2.029
Cl -5.717 1.903 -2.566
C -3.911 1.250 -0.665
Cl -5.156 1.516 0.492
N 2.267 -1.119 2.499
C 2.249 0.232 2.286
N 3.115 1.075 2.826
N 2.714 2.284 2.376
N 1.693 2.182 1.619
N 1.339 0.875 1.551
C 1.510 -2.028 1.794
N 1.511 -3.327 2.035
N 0.680 -3.829 1.093
N 0.216 -2.900 0.350
N 0.729 -1.710 0.761
H 2.956 -1.478 3.136
Cl 4.686 0.412 -3.483
C 3.295 -0.598 -3.059
Cl 3.805 -2.041 -2.180
Cl 2.388 -1.042 -4.511
C 2.416 0.176 -2.167
N 1.750 0.701 -1.388
```

## Properties
Relative energy (zero: lowest compared OMol25 entry of this formula, charge and spin) in eV: 0.0000
Maximum force in eV/Å: 2.31
Molecular weight in g mol⁻¹: 651.2
Net charge: -1
Multiplicity: 1
HOMO level (alpha / beta) in eV: -5.27 / -5.27
HOMO-LUMO gap (alpha / beta) in eV: 6.43 / 6.43


Entry 4:
The following is a quantum chemistry calculation of C4H8O2 in the gas phase at a distorted geometry, from the OMol25 dataset.

```
14
C4H8O2 (ωB97M-V with the def2-TZVPD basis set)
C 0.834 -0.089 1.777
C -0.677 0.579 -0.136
C -1.033 1.069 -1.468
O -0.744 0.303 -2.597
C 0.603 -1.091 0.647
O -0.268 -0.639 -0.353
H 1.278 0.878 1.533
H 1.540 -0.607 2.409
H -0.044 0.138 2.379
H -0.539 2.040 -1.550
H -2.099 1.287 -1.381
H -0.471 -0.583 -2.324
H 0.169 -2.006 1.023
H 1.503 -1.349 0.088
```

## Properties
Relative energy (zero: lowest compared OMol25 entry of this formula, charge and spin) in eV: 4.0747
Maximum force in eV/Å: 1.25
Molecular weight in g mol⁻¹: 88.1
Net charge: 0
Multiplicity: 1
HOMO level in eV: -8.72
HOMO-LUMO gap in eV: 9.59


Entry 5:
The following is a quantum chemistry calculation of 2 unconnected molecules or ions with the total composition C4H5ClOSi at a distorted geometry, from the OMol25 dataset.

```
12
C4H5ClOSi (ωB97M-V with the def2-TZVPD basis set)
C -0.170 1.562 -0.883
C -0.778 2.180 -1.711
C 0.789 -0.997 0.368
C -0.491 -1.634 0.206
O 1.784 -1.710 0.428
Si 0.821 0.932 0.484
Cl -1.597 3.201 -2.696
H -1.223 -0.877 0.119
H -0.849 -2.258 1.112
H -0.602 -2.401 -0.565
H 2.086 1.504 0.518
H 0.230 0.499 2.620
```

## Properties
Relative energy (zero: lowest compared OMol25 entry of this formula, charge and spin) in eV: 0.7875
Maximum force in eV/Å: 3.73
Molecular weight in g mol⁻¹: 132.6
Net charge: 0
Multiplicity: 3
HOMO level (alpha / beta) in eV: -6.78 / -9.49
HOMO-LUMO gap (alpha / beta) in eV: 7.12 / 6.60


Entry 6:
The following is a quantum chemistry calculation of a molecular structure, C38H40CdMgN11O9 at a distorted geometry, from the OMol25 dataset.

```
100
C38H40CdMgN11O9 (ωB97M-V with the def2-TZVPD basis set)
Mg -27.106 -4.704 -23.477
Cd -31.609 -2.082 -23.531
N -30.321 -5.226 -23.816
O -30.598 -6.155 -24.520
O -31.118 -4.241 -23.701
O -29.205 -5.150 -23.231
N -28.222 -1.681 -23.613
O -29.416 -1.725 -24.051
O -27.664 -0.584 -23.449
O -27.631 -2.773 -23.418
N -28.036 -4.783 -26.641
O -27.452 -4.633 -25.507
O -27.938 -3.868 -27.497
O -28.714 -5.788 -26.870
N -25.362 -0.251 -21.625
C -24.257 -0.676 -22.279
C -23.374 -1.218 -21.361
C -24.030 -1.139 -20.122
C -25.272 -0.571 -20.294
H -26.136 0.260 -22.021
H -24.104 -0.504 -23.331
H -22.408 -1.638 -21.573
H -23.633 -1.453 -19.166
H -26.063 -0.434 -19.580
N -27.934 2.418 -26.728
C -27.989 1.085 -26.373
C -28.905 0.478 -27.174
C -29.445 1.450 -28.053
C -28.773 2.612 -27.800
H -27.281 3.042 -26.298
H -27.294 0.694 -25.649
H -29.125 -0.576 -27.083
H -30.171 1.186 -28.804
H -28.834 3.591 -28.246
N -27.049 -5.103 -21.510
C -27.564 -6.166 -20.884
C -27.421 -6.418 -19.535
C -26.768 -5.500 -18.729
C -26.302 -4.342 -19.337
C -26.404 -4.248 -20.711
H -28.146 -6.872 -21.465
H -27.730 -7.385 -19.163
H -26.622 -5.803 -17.700
H -25.712 -3.679 -18.726
H -25.875 -3.395 -21.128
N -30.942 -2.006 -21.448
C -30.047 -1.154 -20.927
C -29.523 -1.225 -19.655
C -29.984 -2.230 -18.815
C -30.920 -3.121 -19.315
C -31.389 -2.950 -20.599
H -29.652 -0.396 -21.600
H -28.902 -0.420 -19.293
H -29.581 -2.412 -17.827
H -31.276 -3.952 -18.722
H -32.125 -3.615 -21.033
N -27.473 1.969 -21.179
C -27.701 2.095 -19.871
C -28.766 2.847 -19.411
C -29.601 3.513 -20.285
C -29.400 3.312 -21.640
C -28.299 2.568 -22.034
H -26.932 1.696 -19.223
H -28.987 2.876 -18.349
H -30.407 4.151 -19.951
H -30.075 3.723 -22.375
H -28.086 2.294 -23.063
N -31.984 -2.354 -25.674
C -30.996 -2.787 -26.486
C -31.210 -3.006 -27.817
C -32.437 -2.742 -28.413
C -33.480 -2.411 -27.566
C -33.178 -2.157 -26.238
H -30.021 -2.945 -26.044
H -30.408 -3.304 -28.482
H -32.557 -2.912 -29.474
H -34.475 -2.242 -27.952
H -33.933 -1.746 -25.578
N -31.826 0.089 -23.761
C -32.831 0.752 -23.156
C -33.201 2.056 -23.404
C -32.469 2.782 -24.338
C -31.399 2.157 -24.955
C -31.115 0.860 -24.596
H -33.444 0.142 -22.497
H -34.077 2.517 -22.973
H -32.752 3.808 -24.540
H -30.759 2.655 -25.671
H -30.236 0.387 -25.015
N -25.091 -4.325 -23.785
C -24.767 -3.521 -24.810
C -23.463 -3.251 -25.174
C -22.417 -3.753 -24.418
C -22.724 -4.624 -23.384
C -24.058 -4.854 -23.123
H -25.573 -3.103 -25.400
H -23.322 -2.545 -25.982
H -21.426 -3.365 -24.619
H -21.928 -4.958 -22.735
H -24.299 -5.479 -22.268
```

## Properties
Relative energy (zero: lowest compared OMol25 entry of this formula, charge and spin) in eV: 0.5972
Maximum force in eV/Å: 2.95
Molecular weight in g mol⁻¹: 931.5
Net charge: +1
Multiplicity: 1
HOMO level in eV: -10.05
HOMO-LUMO gap in eV: 7.63